P) Molecular formula: C4H13NO3
Method: DFT, ωB97M-V/def2-TZVPD

Each line ends with the Löwdin charge.
Cartesian coordinates (Å):
O 1.8671 -0.6334 -1.9589  0.058
H 3.2958 0.6249 -1.6360  0.137
H -0.0414 -1.2736 -2.1714  0.009
H -0.4048 -0.4375 2.2562  0.165
H -1.8344 -1.7327 -0.0082  0.024
H -1.1357 1.8969 0.4967  0.155
H 0.5840 0.9864 2.2546  0.197
H -0.0758 -0.5068 -0.4639  0.076
O -0.9775 -1.4516 -2.0353  -0.062
H -1.8130 1.7342 2.0005  0.166
O -2.1476 -1.7650 0.9159  -0.027
C 0.5479 -0.0773 0.3472  -0.165
H 1.8813 1.6936 0.3997  0.111
N -1.3101 1.2425 1.2637  0.300
H -1.4502 -2.1090 -2.5664  0.078
C -0.1745 0.4492 1.6098  -0.179
H 1.1445 -0.8897 0.7727  0.138
H -2.2569 -0.8212 1.0589  -0.002
C 1.4502 1.0404 -0.3448  -0.107
H 0.6024 1.6397 -0.7606  0.126
C 2.2489 0.3902 -1.4303  -0.197

Values from the calculation:
HOMO-LUMO gap (alpha / beta) = 0.381 / 0.177 Eh
charge = +1
HOMO (alpha / beta) = -14.13 / -14.11 eV
multiplicity = 2

Q) Molecular formula: C4H13NO3
Method: DFT, ωB97M-V/def2-TZVPD

Each line ends with the Löwdin charge.
Cartesian coordinates (Å):
H 0.5132 -2.7210 1.6584  0.149
H -3.6473 2.1818 0.9747  0.104
H -0.9544 -0.6707 3.1853  0.180
H 2.4216 0.8540 -5.4966  0.026
H 0.8828 0.3033 -1.1649  0.017
H -0.4405 0.6799 1.3137  0.178
H -3.1673 -0.1905 1.6600  0.143
C -0.8441 -1.0686 2.1631  -0.103
H -2.4252 2.1849 2.2725  0.090
N -1.1504 -0.0662 1.2091  0.126
C -2.4992 0.4122 1.0431  -0.191
H 3.6437 1.5744 -5.0312  0.037
O 1.5156 -0.9213 1.8074  0.154
H -2.7546 0.1905 0.0161  0.146
H 0.3436 -0.8887 -1.8862  0.034
C -2.6136 1.9232 1.2337  -0.035
O 3.1452 1.3898 -5.8436  -0.063
O 1.1782 -0.4374 -1.7072  -0.044
C 0.5838 -1.6360 1.8492  -0.184
H -1.9216 2.4723 0.5907  0.095
H -1.5483 -1.9038 2.0829  0.140

Values from the calculation:
HOMO-LUMO gap (alpha / beta) = 0.333 / 0.171 Eh
charge = +1
HOMO (alpha / beta) = -13.10 / -13.10 eV
multiplicity = 2

R) Molecular formula: C4H13NO3
Method: DFT, ωB97M-V/def2-TZVPD

Each line ends with the Löwdin charge.
Cartesian coordinates (Å):
H -1.0226 2.5193 -1.5512  0.120
H -0.6206 -2.1693 -2.3885  0.165
H -1.6665 -0.7718 -2.8295  0.087
H 0.4669 -2.4800 -0.3173  0.144
H 2.5133 1.0993 2.0589  0.005
N -0.3190 1.8506 -1.3962  0.280
H 1.3800 -1.1807 -0.8111  0.128
H -1.5574 -1.2363 -0.3364  0.161
H 0.5827 -1.3644 0.8697  0.059
O -0.3365 0.7840 3.0084  -0.027
H 0.0353 1.4953 -2.1583  0.028
C -0.8265 0.7789 -0.4932  -0.182
C -0.7249 -0.7343 -0.8322  -0.329
H -0.0991 -0.1034 2.6485  0.052
H 0.2046 -0.6681 -2.8456  0.085
H 2.1007 1.4502 3.4905  0.087
O -1.4255 1.1363 0.5426  0.313
O 2.8143 0.9184 2.9578  -0.101
H -1.2420 0.9588 2.9093  0.004
C -0.7165 -0.9557 -2.3637  -0.024
C 0.4591 -1.3273 -0.1626  -0.055

Values from the calculation:
HOMO-LUMO gap (alpha / beta) = 0.317 / 0.157 Eh
charge = +1
HOMO (alpha / beta) = -13.82 / -13.81 eV
multiplicity = 2

Which of them is the most stable? Correct choice: Q).

P) Molecular formula: C7H14N2
Method: DFT, ωB97M-V/def2-TZVPD

Each line ends with the Löwdin charge.
Cartesian coordinates (Å):
H -1.9789 1.8471 -0.4893  0.068
H 2.4276 -0.4232 -1.6887  0.140
C -1.0864 1.4601 -0.0069  -0.116
H -2.2073 -1.4742 -1.0199  0.068
H -1.2389 2.0925 2.0429  0.097
H -1.9613 -2.5739 0.3286  0.071
H -0.3406 1.0360 -0.6654  0.039
H -0.6295 3.3383 0.9151  0.092
C -0.1407 -1.8977 -0.6574  -0.380
H -1.4717 0.5596 0.5010  0.066
C -0.5883 2.2799 1.1952  -0.299
H 1.4808 1.8991 0.5921  0.055
N 0.7641 -2.2052 0.3251  0.100
H 0.9888 1.0730 2.0157  0.072
H -1.7156 -3.1430 -1.3057  0.075
C 0.4614 -1.1708 -1.6383  -0.096
C 0.8949 2.0268 1.4840  -0.120
H 0.1054 -0.6651 -2.5179  0.117
C 1.8908 -1.6650 -0.0503  -0.219
N 1.7883 -1.0598 -1.2544  0.049
C -1.5856 -2.2836 -0.6417  -0.048
H 1.3068 2.7923 2.0969  0.052
H 2.8361 -1.8430 0.4391  0.115

Values from the calculation:
HOMO-LUMO gap = 0.349 Eh
structure (SMILES) = Cc1c[nH]cn1.CCC
HOMO = -8.60 eV

Q) Molecular formula: C7H14N2
Method: DFT, ωB97M-V/def2-TZVPD

Each line ends with the Löwdin charge.
Cartesian coordinates (Å):
H -0.4764 0.0820 1.8961  0.106
H -2.0859 -0.9202 1.9310  0.086
H 3.0818 0.6954 -1.0646  0.063
N -2.7756 1.8063 -0.3142  0.172
C -2.0792 0.9277 -0.0639  -0.207
H 3.3122 -0.1498 0.4551  0.104
H -0.3208 -1.6217 1.5281  0.104
H 0.5041 -1.1380 -1.1752  0.116
H 2.3661 1.8279 1.1055  0.104
H 1.4595 2.4800 -0.3675  0.103
H 0.4728 2.0408 1.1910  0.101
H -3.1169 -1.5684 -0.4635  0.097
C 2.6408 -0.0190 -0.4351  -0.104
H -2.1900 -1.0617 -1.8483  0.135
N 1.3246 0.3858 -0.0216  -0.296
C 1.3677 1.7216 0.5102  -0.118
C -1.3420 -0.3279 0.0493  -0.561
H -0.2296 0.4250 -1.5011  0.106
C -2.0566 -1.3503 -0.7145  -0.105
H 2.6160 -0.8964 -0.9826  0.055
C 0.1935 -0.2059 -0.7025  -0.103
H -1.5590 -2.3071 -0.4761  0.094
C -1.1073 -0.8264 1.4643  -0.054

Values from the calculation:
HOMO-LUMO gap = 0.332 Eh
structure (SMILES) = CN(C)CC(C)(C)C#N
HOMO = -8.29 eV

Which of them is the most stable? Correct choice: P).